{"formula": "C23H40F4N4O10P2", "method": "wB97M-V/def2-TZVPD", "elements": ["P", "P", "F", "F", "F", "F", "O", "O", "O", "O", "O", "O", "O", "O", "O", "O", "N", "N", "N", "N", "C", "C", "C", "C", "C", "C", "C", "C", "C", "C", "C", "C", "C", "C", "C", "C", "C", "C", "C", "C", "C", "C", "C", "H", "H", "H", "H", "H", "H", "H", "H", "H", "H", "H", "H", "H", "H", "H", "H", "H", "H", "H", "H", "H", "H", "H", "H", "H", "H", "H", "H", "H", "H", "H", "H", "H", "H", "H", "H", "H", "H", "H", "H"], "coordinates": [[2.28, -4.32, 0.70], [-1.19, -0.32, -4.26], [-0.77, 8.35, 2.44], [-2.46, 7.96, 3.78], [0.75, 7.10, 3.84], [-0.84, 6.95, 5.30], [3.17, -5.71, 0.93], [-4.05, 2.10, 3.40], [0.91, -5.01, 1.33], [0.48, 4.50, 3.06], [3.37, -3.37, 0.29], [-0.80, 1.27, -3.95], [1.62, -4.64, -0.76], [0.38, -0.79, -3.99], [-1.77, -0.35, -2.73], [-1.73, -1.63, -4.77], [-3.03, 4.24, 6.13], [-3.68, 2.75, 1.27], [0.28, 4.27, 6.38], [0.33, 5.54, 0.87], [0.03, 2.39, -5.95], [-0.49, 6.62, 4.03], [-0.50, 5.05, 3.96], [-0.03, 4.57, 5.34], [0.29, 4.96, 1.83], [3.17, -4.49, -2.63], [0.86, -5.72, 2.56], [1.71, -0.85, -6.04], [-3.28, 2.58, 2.64], [1.08, -1.63, -4.91], [-2.75, -1.30, -2.33], [-1.92, 4.40, 3.73], [-2.62, 4.27, 5.08], [-3.76, 4.17, 0.87], [-2.12, -2.58, -1.83], [-2.78, 2.04, 0.33], [4.44, -5.67, 1.57], [1.97, -3.89, -1.92], [-1.85, 2.94, 3.16], [-1.49, 7.37, 3.06], [0.84, -4.79, 3.76], [4.33, -5.72, 3.08], [0.31, 1.95, -4.53], [2.14, -2.84, -1.66], [-0.34, 1.56, -6.56], [0.96, -0.30, -6.61], [-0.10, -4.23, 3.79], [-2.88, -3.34, -1.64], [1.11, -3.90, -2.59], [-1.17, 2.85, 2.29], [1.65, -6.46, 2.63], [0.93, -5.36, 4.69], [-1.57, -2.40, -0.91], [3.76, -4.87, 3.46], [2.91, -5.46, -3.05], [4.01, -4.65, -1.95], [-1.54, 2.20, 3.91], [3.83, -6.63, 3.41], [-1.40, -2.98, -2.55], [-4.20, 4.27, -0.14], [-2.72, 4.58, 0.80], [-0.73, 3.16, -5.97], [-2.42, 1.12, 0.82], [-3.46, -1.49, -3.14], [-0.07, -6.29, 2.55], [2.24, -1.52, -6.72], [1.86, -2.14, -4.34], [5.32, -5.70, 3.54], [1.65, -4.05, 3.71], [-2.59, 4.97, 3.06], [5.02, -4.80, 1.27], [3.51, -3.84, -3.44], [-3.41, 1.71, -0.52], [-4.34, 4.78, 1.59], [0.43, -2.41, -5.32], [1.22, 1.36, -4.45], [-1.96, 2.67, -0.07], [-1.89, 6.74, 2.24], [0.47, 2.84, -3.91], [4.99, -6.55, 1.22], [2.43, -0.12, -5.66], [-3.33, -0.84, -1.52], [0.94, 2.79, -6.41]], "mulliken_charge": [1.1598, 1.1018, -0.2943, -0.2713, -0.3083, -0.2754, -0.4044, -0.4667, -0.2993, -0.4521, -0.8252, -0.3655, -0.3486, -0.4624, -0.1560, -0.8232, -0.4575, 0.1473, -0.3881, -0.4849, -1.1147, 0.8442, 1.3655, -0.5639, 0.5735, -1.1672, -0.1647, -1.2080, -0.1746, 0.3203, -0.3195, 0.0743, -0.1908, -0.8838, -0.9836, -0.9677, -0.3272, -0.1064, -0.3943, 0.4423, -1.0884, -0.9624, -0.0924, 0.3555, 0.2931, 0.2122, 0.3274, 0.4233, 0.1971, 0.4182, 0.2474, 0.3468, 0.2535, 0.1599, 0.3013, 0.2975, 0.4801, 0.2644, 0.1803, 0.3655, 0.2797, 0.3253, 0.4158, 0.3452, 0.3461, 0.4264, -0.2219, 0.4069, 0.2824, 0.0729, 0.3098, 0.3516, 0.3278, 0.3115, 0.3460, 0.1734, 0.2765, 0.1669, 0.3807, 0.3453, 0.3039, 0.3177, 0.3505], "e_tot_ev": -80379.3572, "orbital_gap_ev": 9.2065, "multiplicity": 1, "homo_ev": -9.92, "smiles": "CN(C)C(=O)C[C@@H](C#N)[C@@](C#N)(OC#N)C(F)(F)C(F)F.CCOP(=O)(OCC)OCC.CCOP(=O)(OCC)OCC"}

---

{"formula": "C6H12NO2S", "method": "wB97M-V/def2-TZVPD", "elements": ["S", "O", "O", "N", "C", "C", "C", "C", "C", "C", "H", "H", "H", "H", "H", "H", "H", "H", "H", "H", "H", "H"], "coordinates": [[-0.29, -0.31, 0.74], [-0.36, -1.67, 0.35], [-0.85, -0.24, 2.24], [1.65, -0.23, 1.40], [-1.14, 0.70, -2.85], [-1.83, -0.59, -2.58], [2.14, -1.24, 1.97], [-2.08, 0.99, -0.32], [-1.82, 0.54, -1.60], [2.45, 0.92, 1.16], [-1.68, 1.88, 0.13], [-1.22, -1.00, 2.72], [3.45, 0.77, 0.56], [3.18, -1.29, 2.55], [2.68, 1.45, 2.04], [1.85, 1.62, 0.49], [-1.61, 1.61, -3.44], [-2.91, 0.42, 0.03], [-2.79, -0.96, -3.17], [1.64, -2.20, 2.03], [-1.16, -1.40, -2.33], [-0.15, 0.51, -2.87]], "mulliken_charge": [1.0156, -0.5199, -0.4807, -0.1109, -0.4818, -0.3482, -0.1804, -1.0679, 0.3576, -0.8524, 0.4967, 0.3610, 0.3343, 0.2662, 0.4038, 0.2350, 0.2192, 0.3741, 0.2383, 0.2647, 0.2044, 0.2712], "e_tot_ev": -22824.6431, "charge": 1, "orbital_gap_ev": 8.7504, "multiplicity": 1, "homo_ev": -12.87, "e_above_lowest_kcal_mol": 122.72}

---

{"formula": "C5H16N2O", "method": "wB97M-V/def2-TZVPD", "elements": ["O", "N", "N", "C", "C", "C", "C", "C", "H", "H", "H", "H", "H", "H", "H", "H", "H", "H", "H", "H", "H", "H", "H", "H"], "coordinates": [[-1.08, 2.01, 2.33], [-0.95, -0.72, -0.82], [2.63, -0.54, 0.31], [-1.80, -1.90, -0.82], [-1.69, 0.46, -0.37], [0.25, -0.90, 0.02], [1.47, -0.20, -0.55], [1.46, 1.31, -0.71], [-1.25, -2.71, -1.30], [-2.70, 0.49, -0.77], [0.93, 1.61, -1.62], [3.48, -0.53, -0.23], [-0.17, 2.32, 2.40], [-2.67, -1.62, -1.41], [1.65, -0.67, -1.52], [0.94, 1.81, 0.12], [2.52, -1.44, 0.77], [0.02, -0.55, 1.03], [-1.13, 1.35, -0.65], [-1.81, 0.51, 0.72], [-2.10, -2.34, 0.15], [0.48, -1.96, 0.10], [2.47, 1.70, -0.71], [-1.55, 2.84, 2.13]], "mulliken_charge": [-0.6080, -0.0156, -0.7107, -1.0200, -0.9896, -1.0874, 0.8078, -1.2697, 0.3438, 0.3966, 0.3399, 0.2545, 0.2942, 0.3739, 0.1014, 0.0986, 0.2061, 0.4232, 0.1888, 0.3702, 0.3180, 0.4648, 0.4081, 0.3110], "e_tot_ev": -10471.4678, "orbital_gap_ev": 9.1629, "multiplicity": 1, "homo_ev": -8.36, "smiles": "C[C@@H](N)CN(C)C.O", "e_above_lowest_kcal_mol": 24.30}

---

{"formula": "C33H29CdF10N5S2", "method": "wB97M-V/def2-TZVPD", "elements": ["Cd", "S", "S", "F", "F", "F", "F", "F", "F", "F", "F", "F", "F", "N", "N", "N", "N", "N", "C", "C", "C", "C", "C", "C", "C", "C", "C", "C", "C", "C", "C", "C", "C", "C", "C", "C", "C", "C", "C", "C", "C", "C", "C", "C", "C", "C", "C", "C", "C", "C", "C", "H", "H", "H", "H", "H", "H", "H", "H", "H", "H", "H", "H", "H", "H", "H", "H", "H", "H", "H", "H", "H", "H", "H", "H", "H", "H", "H", "H", "H"], "coordinates": [[0.69, -0.23, 0.75], [0.42, 1.09, 2.83], [2.22, -2.04, 2.20], [0.23, 1.50, -6.45], [-1.32, 8.16, -0.69], [-1.93, -1.85, -2.78], [-3.40, -1.03, -4.83], [2.38, 5.42, -1.66], [-2.37, 0.67, -6.73], [1.72, 0.78, -4.43], [-2.61, 6.02, 0.45], [1.19, 7.76, -1.73], [-1.44, 3.65, 0.65], [2.78, 0.48, -0.35], [0.61, -1.02, -2.31], [1.10, 3.15, -0.23], [-1.81, -0.62, 1.24], [0.00, -2.98, 0.34], [-2.14, -0.56, -4.70], [3.16, 1.82, 0.16], [0.28, -3.85, 1.46], [-2.58, 0.01, 0.17], [-3.85, 0.32, 4.22], [-0.02, -0.56, -3.38], [-0.72, 6.94, -0.62], [0.72, -3.42, -0.85], [0.58, 4.34, -0.42], [-1.37, 5.86, -0.05], [0.80, -5.52, 3.63], [-0.39, -5.06, 1.60], [-1.37, -0.96, -3.63], [-0.14, -5.91, 2.68], [-2.14, -0.02, 2.53], [1.49, -4.33, 3.48], [2.63, 0.43, -1.81], [-0.31, 0.68, -5.52], [1.27, -3.47, 2.39], [-3.44, -0.19, 3.01], [-0.75, 4.63, 0.04], [-2.08, -2.07, 1.25], [-1.62, 0.28, -5.67], [2.06, -0.91, -2.28], [3.84, -0.43, 0.07], [2.52, 3.06, -0.45], [-2.93, 1.03, 4.99], [0.46, 0.28, -4.45], [-1.42, -2.80, 0.10], [-1.21, 0.71, 3.29], [0.54, 6.73, -1.12], [1.16, 5.50, -1.04], [-1.65, 1.22, 4.53], [-2.43, -0.53, -0.76], [2.22, -4.03, 4.22], [4.02, -0.32, 1.14], [4.25, 1.94, -0.02], [2.41, -1.70, -1.61], [2.99, 1.82, 1.23], [1.92, 1.20, -2.09], [4.77, -0.19, -0.47], [3.05, 3.90, 0.03], [3.59, 0.64, -2.29], [2.50, -1.13, -3.26], [-2.25, 1.03, 0.02], [2.79, 3.12, -1.51], [1.78, -3.47, -0.61], [-0.67, -6.85, 2.77], [-1.11, -5.36, 0.86], [0.57, -2.70, -1.65], [0.39, -4.42, -1.18], [3.58, -1.47, -0.11], [-3.23, 1.44, 5.95], [-4.87, 0.18, 4.56], [-1.95, -3.75, -0.05], [1.00, -6.16, 4.48], [-4.15, -0.74, 2.41], [-0.94, 1.78, 5.11], [-1.71, -2.48, 2.20], [-3.16, -2.25, 1.21], [-3.65, 0.02, 0.40], [-1.52, -2.24, -0.83]], "mulliken_charge": [1.7035, -0.7351, -0.6172, -0.3367, -0.3624, -0.4977, -0.3401, -0.3626, -0.3502, -0.3810, -0.3374, -0.3442, -0.1977, 1.9277, 0.0454, -0.0574, 1.2381, 1.6217, -0.0156, -1.1770, -1.5252, -0.9863, -1.0057, 0.4130, 0.7974, -1.1426, -0.0282, -0.2571, -0.4194, 0.0935, -0.2614, -0.9992, -0.7718, -0.6674, -0.7770, -0.0474, 0.9613, -0.3696, 0.0845, -1.0128, 0.6673, -1.3701, -1.8203, -1.0809, -0.4710, 0.1971, 0.0313, 1.0188, -0.2067, 0.6655, -0.7244, 0.1881, 0.3976, 0.4414, 0.2027, 0.3430, 0.3952, 0.5652, 0.3927, 0.6212, -0.0112, 0.2672, 0.1271, 0.3113, 0.2914, 0.3607, 0.2867, 0.2156, 0.3907, 0.2343, 0.3332, 0.3631, 0.2041, 0.3307, 0.2363, 0.4252, 0.6674, 0.2286, 0.3580, -0.5766], "e_tot_ev": -95550.9780, "charge": -2, "orbital_gap_ev": 5.9319, "multiplicity": 1, "homo_ev": -1.50}

---

> What is the formula in the third record?

C5H16N2O